The following is a quantum chemistry calculation of a 2-piece molecular cluster, CH7NS2 overall, from the Open Molecules 2025 dataset.

Last column: Mulliken charge in e.
Geometry (Å):
C (0.85777, -1.11807, -1.83820)  -0.75
S (-0.48164, -2.36660, -1.71443)  -0.04
S (-2.09721, -1.09028, -1.76507)  -0.21
H (1.19482, -0.93996, -0.81119)  0.26
H (1.64849, -1.45923, -2.45982)  0.28
H (0.37905, -0.19252, -2.07625)  0.30
H (-2.77315, -1.50162, -0.68141)  0.16
N (0.05441, 2.12714, 2.83130)  -0.64
H (0.59671, 1.32810, 3.13948)  0.21
H (0.26223, 2.87128, 3.48287)  0.22
H (0.35853, 2.34177, 1.89273)  0.21

The calculation puts the HOMO energy at -8.49 eV. For the gap between HOMO and LUMO, the calculation gives 9.087 eV. For the max |F|, the calculation gives 2.47 eV/A. The calculation puts the energy above the lowest of the compared OMol25 structures with the same formula, charge and spin at 38.5 kJ/mol. Its structure (SMILES) is CSS.N.